(1)
Computed, not measured: C9H12N2O2 in the gas phase, with the ωB97M-V functional and the def2-TZVPD basis.

```
25
Properties=species:S:1:pos:R:3:forces:R:3:nbo_charge:R:1
C -3.6863 0.4805 -0.0794 -1.9 0.1 -0.2 -0.61
C -2.2947 0.1444 0.3719 0.7 1.1 1.1 -0.27
C -2.2273 -1.2462 0.9506 0.1 -1.2 -0.5 -0.61
C -1.4567 0.2038 -0.9042 0.7 0.0 -0.8 -0.09
O -0.0427 -0.1969 -0.7518 -0.6 1.6 1.4 -0.48
C 0.6830 0.8022 -0.2393 -0.3 2.9 -1.1 0.76
O 0.3086 2.0151 -0.2513 1.5 -4.0 0.8 -0.61
C 2.1128 0.3482 0.0646 -1.0 -1.4 -0.8 0.03
C 3.0304 1.2565 0.5375 1.5 0.3 -1.2 0.02
N 4.3446 0.9179 0.4902 -0.7 -0.1 -0.2 -0.37
C 4.6671 -0.2754 -0.0399 0.4 0.1 1.6 -0.01
C 3.7503 -1.2426 -0.4182 -2.1 0.4 0.0 -0.01
N 2.4166 -0.9229 -0.3429 1.7 0.6 0.0 -0.34
H -3.9159 -0.1675 -0.9249 -0.4 -0.5 0.1 0.20
H -4.4836 0.3385 0.7154 1.0 0.1 -0.9 0.22
H -3.8460 1.4599 -0.5622 0.5 0.0 0.7 0.22
H -2.0142 0.8940 1.1627 0.3 -0.5 -1.0 0.22
H -2.7736 -1.8331 0.1919 0.3 -0.5 0.4 0.20
H -2.7139 -1.4351 1.9112 -0.1 0.5 -0.1 0.22
H -1.1923 -1.6445 1.0332 -0.6 0.4 -0.2 0.22
H -1.7149 -0.6580 -1.5758 -0.7 1.3 0.3 0.20
H -1.4976 1.2706 -1.3156 0.0 -1.8 0.1 0.23
H 2.7468 2.3182 0.7202 0.3 -1.1 0.3 0.24
H 5.7112 -0.5742 0.0587 0.0 0.4 -0.5 0.20
H 4.0882 -2.2532 -0.8027 -0.8 1.3 0.6 0.22
```
Forces are in eV/Å.

The SMILES is CC(C)COC(=O)c1cnccn1. The value obtained for the energy above the lowest of the compared OMol25 structures with the same formula, charge and spin is 15.7 kcal per mole. As for the highest occupied orbital energy: -9.81 eV. Its HOMO-LUMO gap is 0.3510 hartree. The LUMO energy is -0.3 eV.

(2)
Computed, not measured: C6H9N in the gas phase, with the ωB97M-V functional and the def2-TZVPD basis.

```
16
Properties=species:S:1:pos:R:3:forces:R:3:nbo_charge:R:1
C 0.2388 0.5331 -1.5259 -2.9 4.5 0.8 -0.75
C -0.9191 0.2103 -0.4752 0.5 -2.1 -0.4 -0.26
C -0.6073 -0.0163 0.9783 0.3 0.3 -0.1 -0.18
C 0.5948 0.6305 1.6075 0.2 0.0 0.0 -0.62
C -0.5445 -1.1572 0.0048 -0.3 -0.8 -0.1 -0.34
C 0.7007 -1.4461 -0.6874 0.5 -2.9 1.4 0.29
N 1.6453 -2.0106 -1.0522 -0.5 0.7 -0.1 -0.33
H 0.0600 0.1046 -2.5450 -0.6 1.1 1.0 0.25
H -0.3632 1.5045 -0.9480 2.0 0.6 -3.7 0.29
H 1.2846 0.8231 -1.4390 -0.3 -0.6 1.1 0.26
H -1.9599 0.4210 -0.7783 0.9 -0.1 0.0 0.24
H -1.4723 -0.1074 1.6476 0.2 0.2 -0.5 0.24
H 1.3953 0.7401 0.8720 0.0 0.0 0.1 0.22
H 0.3290 1.6254 1.9822 0.1 -0.2 0.0 0.22
H 0.9778 0.0331 2.4370 0.0 0.1 0.0 0.22
H -1.3147 -1.9050 0.0068 0.1 -0.6 0.4 0.25
```
Forces are in eV/Å.

The SMILES is C[C@@H]1[C@H](C)[C@@H]1C#N. The value obtained for the energy above the lowest of the compared OMol25 structures with the same formula, charge and spin is 117.9 kcal per mole. As for the highest occupied orbital energy: -8.67 eV. Its HOMO-LUMO gap is 0.3471 hartree. The LUMO energy is 0.8 eV.

(3)
Computed, not measured: a 4-piece molecular cluster, C39H47ClF10N4O8 overall, with the ωB97M-V functional and the def2-TZVPD basis.

```
109
Properties=species:S:1:pos:R:3:forces:R:3:lowdin_charge:R:1
C 0.6270 5.1458 -1.0371 0.2 -0.4 0.4 -0.10
C 1.1765 4.1618 0.0513 0.8 0.8 -0.5 -0.25
C 2.4124 3.3889 -0.4814 -2.1 -1.2 -0.6 -0.24
C 1.9114 2.3512 -1.5471 1.2 0.3 0.0 -0.20
C 3.0205 1.2773 -1.8122 -1.0 -0.3 0.7 -0.19
C 2.4034 -0.1436 -1.7114 0.3 0.2 -0.8 -0.22
C 1.7127 -0.5978 -3.0144 -0.1 -1.2 0.3 -0.21
C 0.9871 -1.9585 -2.7239 -0.7 1.5 0.0 -0.20
C -0.4593 -1.6396 -2.1967 1.0 -0.9 0.6 -0.19
C -0.7658 -2.4121 -0.8662 -1.3 0.3 -1.1 -0.18
C -2.2079 -3.0373 -0.9116 0.0 0.1 1.2 -0.19
C -3.0353 -2.4502 0.2662 0.5 -0.2 -0.2 -0.19
C -3.4525 -0.9653 0.0264 -1.2 -1.0 1.1 -0.33
N -3.2197 -0.2617 1.2980 0.5 0.4 -0.7 0.04
C -4.9907 -0.9984 -0.3349 2.1 -1.1 0.0 -0.17
O -5.2515 0.0643 -1.2431 -1.1 0.0 0.6 -0.06
C -6.4743 0.7762 -1.1168 0.9 -0.3 0.3 -0.23
C -7.6981 -0.0918 -0.7490 0.1 -0.4 -0.1 -0.03
C -8.1839 -1.1106 -1.8044 2.6 0.5 0.9 -0.78
O -9.2845 -1.0966 -2.1309 -3.8 -0.1 -1.0 0.10
Cl -7.1429 -2.3558 -2.5383 0.4 0.2 0.4 0.73
C -6.1949 1.8170 0.0275 -0.6 0.4 -0.4 -0.37
F -4.9464 2.2765 -0.0567 0.3 0.3 -0.5 0.17
F -6.2678 1.2424 1.2497 -0.5 -0.6 0.0 0.14
C -7.1221 3.0631 0.1261 1.0 0.7 2.1 -0.57
F -8.3589 2.7579 0.4742 -0.8 -0.5 -0.7 0.19
F -7.0654 3.8786 -0.8955 -0.4 -0.1 -1.1 0.22
F -6.6569 3.7749 1.1717 0.4 0.1 0.2 0.16
C -6.5618 1.4459 -2.5555 0.3 -1.5 0.3 -0.35
F -5.6381 2.3879 -2.7117 -0.1 0.9 0.6 0.18
F -6.1757 0.4816 -3.4167 -0.5 -0.3 -0.3 0.13
C -7.9506 1.9260 -3.0793 -0.1 1.3 -1.5 -0.55
F -7.7401 3.0212 -3.8205 0.2 0.4 0.1 0.17
F -8.4914 1.0562 -3.9125 -0.1 -0.9 0.1 0.19
F -8.8628 2.2461 -2.1771 0.0 -0.2 0.8 0.19
H -0.4244 4.8978 -1.2424 0.3 0.4 -0.1 0.07
H 0.7322 6.1931 -0.7200 -0.2 -0.3 -0.1 0.06
H 1.2041 5.0307 -1.9658 -0.3 0.1 0.2 0.06
H 1.4925 4.7323 0.9415 -0.3 -0.2 -0.2 0.09
H 0.3778 3.4594 0.3277 0.4 0.1 0.1 0.09
H 3.1325 4.0482 -0.9723 0.0 -0.1 0.5 0.10
H 2.8467 2.7866 0.3260 0.2 0.4 -0.2 0.09
H 1.6569 2.9012 -2.4667 -0.1 -0.3 0.2 0.10
H 1.0110 1.8326 -1.1805 0.2 0.3 -0.1 0.10
H 3.5235 1.4060 -2.7808 -0.1 0.0 0.3 0.11
H 3.7581 1.3623 -0.9980 0.0 0.1 -0.5 0.09
H 1.6573 -0.1838 -0.8990 0.3 0.1 -0.1 0.11
H 3.1897 -0.8791 -1.4685 -0.3 0.2 -0.1 0.11
H 0.9375 0.1121 -3.3427 0.5 0.0 -0.1 0.10
H 2.4490 -0.7523 -3.8210 -0.1 0.3 0.3 0.11
H 1.5520 -2.4752 -1.9380 -0.1 -0.1 -0.4 0.08
H 0.8915 -2.5784 -3.6289 0.3 0.1 0.3 0.10
H -1.1747 -1.9071 -2.9882 0.1 0.1 0.3 0.10
H -0.5616 -0.5627 -1.9833 0.0 -0.3 -0.2 0.09
H -0.0478 -3.2149 -0.6552 0.0 0.3 -0.2 0.10
H -0.7396 -1.6798 -0.0455 0.2 -0.4 -0.1 0.10
H -2.1179 -4.1262 -0.7764 -0.2 0.3 -0.2 0.10
H -2.7434 -2.8416 -1.8526 0.3 -0.1 0.1 0.10
H -3.9152 -3.0740 0.5143 0.2 0.3 -0.2 0.11
H -2.3886 -2.4908 1.1571 -0.3 0.1 -0.2 0.11
H -2.9050 -0.5113 -0.8107 0.0 0.0 0.4 0.15
H -3.8568 -0.6198 2.0023 0.1 0.2 0.0 0.08
H -3.3238 0.7434 1.1993 -0.2 -0.2 0.2 0.06
H -5.1485 -1.9891 -0.7953 -0.4 0.7 -0.3 0.08
H -5.5186 -1.0143 0.6272 -0.2 0.5 -0.4 0.12
H -8.5774 0.5308 -0.5319 0.3 -0.1 -0.4 0.13
H -7.5639 -0.6622 0.1828 0.5 0.2 -0.3 0.14
O 5.1168 3.1432 0.8672 0.1 0.3 0.1 0.08
N 4.8461 4.2326 1.3368 0.0 0.1 -0.2 -0.33
O 4.3912 5.1710 0.7017 0.3 -0.2 0.3 0.06
C 5.0924 4.4358 2.7702 0.0 0.1 0.4 -0.13
C 5.6420 3.4058 3.5127 0.2 0.1 -0.1 -0.02
C 5.8948 3.6086 4.8616 0.0 0.2 0.0 -0.07
C 5.5935 4.8286 5.4507 0.0 0.0 0.0 -0.07
C 5.0317 5.8511 4.6951 0.1 -0.1 0.0 -0.07
C 4.7790 5.6569 3.3474 -0.1 0.3 0.0 0.00
H 5.8790 2.4588 3.0612 0.0 0.1 -0.2 0.09
H 6.3308 2.8136 5.4537 0.0 0.0 -0.1 0.10
H 5.7975 4.9850 6.5034 0.0 0.0 0.0 0.11
H 4.7949 6.8004 5.1579 0.0 0.0 0.0 0.11
H 4.3447 6.4558 2.7624 0.0 -0.1 -0.1 0.12
O 6.0054 0.5299 4.1740 -0.2 -0.1 0.0 0.07
N 4.8352 0.5427 4.5174 -0.3 0.0 -0.1 -0.32
O 3.9736 1.2584 4.0385 0.2 -0.4 0.1 0.09
C 4.4340 -0.3741 5.5928 -0.1 -0.2 0.3 -0.14
C 5.3897 -1.1804 6.1891 0.3 -0.1 0.0 0.00
C 5.0116 -2.0275 7.2189 -0.1 0.0 0.0 -0.07
C 3.6883 -2.0643 7.6384 0.0 0.0 0.0 -0.07
C 2.7380 -1.2581 7.0255 0.1 -0.1 0.0 -0.06
C 3.1097 -0.4066 5.9970 -0.3 0.1 0.0 0.00
H 6.4211 -1.1556 5.8661 -0.1 0.1 -0.1 0.12
H 5.7497 -2.6580 7.6972 0.0 0.0 0.0 0.11
H 3.3965 -2.7234 8.4469 0.0 0.0 0.0 0.11
H 1.7069 -1.2911 7.3525 0.0 0.0 0.0 0.11
H 2.3666 0.2211 5.5251 0.2 0.0 -0.1 0.12
O 3.3999 -4.1071 -2.6289 -0.1 -0.3 0.0 0.07
N 2.7701 -5.1447 -2.5462 0.0 0.2 0.3 -0.34
O 2.3063 -5.5937 -1.5117 0.1 0.1 -0.3 0.07
C 2.5539 -5.9113 -3.7814 -0.1 -0.2 -0.3 -0.15
C 3.0953 -5.4492 -4.9693 0.1 0.2 -0.1 0.00
C 2.9090 -6.1860 -6.1288 -0.1 -0.1 0.1 -0.07
C 2.1836 -7.3695 -6.0915 0.0 0.0 0.0 -0.07
C 1.6375 -7.8168 -4.8956 0.1 0.1 -0.1 -0.07
C 1.8224 -7.0861 -3.7321 -0.1 -0.2 0.1 0.00
H 3.6607 -4.5283 -5.0035 0.0 0.0 0.2 0.12
H 3.3323 -5.8387 -7.0623 0.0 0.0 0.0 0.11
H 2.0440 -7.9460 -6.9979 0.0 0.0 0.0 0.11
H 1.0701 -8.7380 -4.8699 0.0 0.0 0.0 0.11
H 1.3978 -7.4400 -2.8030 0.1 0.2 0.0 0.12
```
Forces are in eV/Å.

The SMILES is CCCCCCCCCCCC[C@H](N)COC(CC(=O)Cl)(C(F)(F)C(F)(F)F)C(F)(F)C(F)(F)F.O=[N+]([O-])c1ccccc1.O=[N+]([O-])c1ccccc1.O=[N+]([O-])c1ccccc1. As for the highest occupied orbital energy: -9.11 eV. Its HOMO-LUMO gap is 0.3097 hartree. The LUMO energy is -0.7 eV.